22
Properties=species:S:1:pos:R:3 method="wB97M-V/def2-TZVPD" lumo_ev="2.4 / 1.9" homo_ev="-3.99 / -6.24" max_force_ev_per_a=1.16 de_lowest_kj_mol=592.37 homo_lumo_gap_ev="6.4 / 8.1" total_energy_ha=-2379.87936 spin_multiplicity=6 charge=-1
Mn 1.828 -0.888 -0.367
O 3.514 -0.532 1.230
S 4.270 0.416 0.364
O 4.827 1.588 1.024
O 1.907 -1.661 -1.807
O 3.394 0.678 -0.817
O -0.449 -3.916 0.905
C -0.135 -2.777 0.602
O 1.007 -2.200 0.767
C -1.105 -0.633 -0.224
C -2.279 -0.005 -0.789
C -2.605 1.282 -0.576
C -1.881 2.240 0.240
C -0.560 2.238 0.502
N 0.374 1.349 -0.006
H -2.933 -0.627 -1.396
H -3.524 1.653 -1.019
H -2.468 3.073 0.613
H -0.116 3.034 1.089
N -1.142 -1.968 0.012
C 0.092 0.108 -0.249
H -2.015 -2.455 -0.098

13
Properties=species:S:1:pos:R:3 method="wB97M-V/def2-TZVPD" lumo_ev=0.4 smiles=C#Cc1cccnc1 homo_ev=-9.10 max_force_ev_per_a=7.64 de_lowest_kj_mol=244.88 homo_lumo_gap_ev=9.5 total_energy_ha=-324.33760 charge=0
C -3.137 -0.102 0.007
C -1.931 0.082 0.217
C -0.471 0.245 -0.094
C 0.270 1.363 -0.089
C 1.575 1.029 -0.020
C 2.129 -0.295 0.148
C -0.046 -1.074 0.005
H -4.140 -0.003 -0.259
H -0.130 2.458 -0.197
H 2.167 1.968 0.228
H 3.168 -0.551 0.057
H -0.840 -2.006 -0.113
N 1.349 -1.337 -0.109